This record from OMol25 describes a single C20H28N4O4S molecule at a distorted geometry. The level of theory is ωB97M-V/def2-TZVPD.

Structure (XYZ):
```
57
Properties=species:S:1:pos:R:3:forces:R:3:mulliken_charge:R:1
C -1.402 -0.801 -2.317 0.22 -0.10 0.09 -0.05
H -1.578 -1.390 -1.409 0.00 0.00 -0.01 0.12
O -2.610 -0.328 -2.867 -0.13 0.22 -0.17 -0.48
C -3.499 0.262 -1.957 -0.08 0.16 0.02 -0.14
C -3.192 1.736 -1.621 -0.49 -0.54 -0.37 -0.95
N -2.064 1.916 -0.746 0.90 0.25 0.30 0.34
C -0.846 2.442 -1.072 -0.15 0.01 0.13 0.45
N -0.064 2.464 -0.020 0.20 0.36 -0.65 -0.46
N -0.754 1.955 1.011 -0.54 -0.31 0.93 -0.79
C -1.942 1.629 0.592 -0.04 0.00 0.02 1.02
C -3.008 1.029 1.443 0.03 0.16 0.04 -1.44
H -3.969 1.512 1.238 0.12 -0.06 0.14 0.55
O -3.229 -0.338 1.163 -0.05 -0.31 0.09 -0.50
C -2.282 -1.263 1.528 0.11 -0.23 0.01 0.64
C -2.558 -2.574 1.133 -0.10 0.08 -0.06 -0.66
C -1.677 -3.581 1.461 -0.15 0.17 -0.07 -0.67
C -0.523 -3.316 2.182 0.40 -0.01 0.22 -0.60
C -0.251 -2.013 2.575 -0.19 -0.10 -0.07 -0.03
C -1.130 -0.981 2.236 -0.02 0.18 0.10 0.19
H -0.862 0.019 2.535 0.03 0.12 0.02 0.54
O 0.838 -1.628 3.293 -0.29 0.21 -0.13 -0.39
C 1.766 -2.609 3.685 0.16 -0.17 0.06 -1.00
H 1.305 -3.364 4.329 0.01 0.02 -0.04 0.43
H 2.223 -3.098 2.819 -0.02 0.01 0.02 0.36
H 2.536 -2.081 4.245 -0.02 -0.07 -0.04 0.26
H 0.143 -4.127 2.427 0.10 -0.05 0.05 0.45
H -1.889 -4.594 1.154 -0.02 -0.09 -0.02 0.39
H -3.463 -2.775 0.583 -0.11 -0.02 -0.07 0.43
H -2.741 1.182 2.494 -0.04 0.05 -0.13 0.41
S -0.446 3.000 -2.665 0.06 0.07 -0.38 -0.16
C 1.206 3.709 -2.362 -0.15 -0.19 -0.02 -0.81
H 1.171 4.216 -1.400 0.05 0.08 -0.03 0.39
H 1.359 4.418 -3.175 0.03 -0.07 0.08 0.43
C 2.299 2.638 -2.412 -0.31 0.34 0.25 0.63
O 3.007 2.497 -3.387 0.18 -0.03 -0.44 -0.68
N 2.386 1.923 -1.284 0.06 -0.19 0.38 -0.13
H 1.694 2.078 -0.552 0.08 0.17 -0.19 0.35
C 3.266 0.783 -1.138 0.22 -0.04 -0.42 -0.20
C 3.768 0.685 0.313 0.08 -0.04 0.03 -1.18
H 3.553 1.616 0.836 0.08 0.05 0.01 0.34
H 4.845 0.529 0.339 0.03 0.07 0.03 0.32
C 3.021 -0.497 0.955 -0.08 -0.01 0.10 -0.50
H 3.689 -1.355 1.044 0.02 -0.06 0.05 0.33
H 2.644 -0.252 1.946 0.04 -0.06 0.09 0.22
C 1.886 -0.829 -0.014 0.11 -0.15 -0.04 0.52
H 1.545 -1.859 0.075 -0.11 -0.03 0.04 0.53
H 1.033 -0.176 0.174 -0.14 0.05 0.00 -0.68
C 2.500 -0.527 -1.377 -0.03 0.09 0.03 -0.86
H 1.765 -0.425 -2.174 0.03 0.00 -0.11 0.31
H 3.202 -1.314 -1.653 0.05 -0.09 -0.03 0.38
H 4.071 0.919 -1.865 -0.09 -0.04 0.13 0.54
H -4.076 2.171 -1.144 0.05 0.04 -0.11 0.39
H -2.978 2.276 -2.547 -0.16 0.00 0.11 0.38
H -3.556 -0.324 -1.031 -0.04 0.09 -0.15 0.08
H -4.473 0.240 -2.453 0.01 0.05 0.12 0.40
H -0.708 0.012 -2.085 0.04 -0.05 0.00 -0.15
H -0.952 -1.437 -3.077 0.07 -0.01 0.06 0.40
```
Forces are in eV/Å.

Total charge: 0
Energy above the lowest of the compared OMol25 structures with the same formula, charge and spin (kJ/mol): 312.5
E_LUMO (eV): 0.6
Structure (SMILES): COCCn1c(COc2cccc(OC)c2)nnc1SCC(=O)NC1CCCC1
E (hartree): -1697.07264
Frontier orbital gap (eV): 9.154
E_HOMO (eV): -8.59